Density functional theory data (the ωB97M-V functional and the def2-TZVPD basis) for a molecular structure, C29H34ClI2N4O2PbS2.

Last column: Löwdin charge in e.
Geometry (Å):
Pb (0.39425, -0.17096, 0.71251)  1.3646
Cl (7.25569, 2.24865, 3.03961)  0.6770
C (5.71191, 1.50813, 2.77576)  -0.6721
C (4.95832, 1.07328, 3.87558)  -0.0798
C (3.74078, 0.48045, 3.68673)  -0.0145
C (3.18254, 0.30521, 2.39511)  -0.4183
O (2.01615, -0.25051, 2.29228)  -0.3218
C (3.96360, 0.74125, 1.28938)  -0.1519
C (3.59917, 0.53249, -0.07655)  -0.0618
N (2.44905, 0.15968, -0.53460)  -0.0408
C (2.30424, -0.09743, -1.90951)  -0.2503
C (2.92605, 0.60673, -2.90979)  -0.0122
C (2.73989, 0.25985, -4.26227)  -0.0449
C (1.93858, -0.78767, -4.61104)  -0.0157
C (1.26400, -1.52462, -3.60952)  -0.1489
C (0.42670, -2.62648, -3.89805)  0.0132
C (-0.19731, -3.28690, -2.87914)  -0.0215
C (-0.01116, -2.82316, -1.56481)  -0.1157
N (0.75916, -1.80861, -1.25876)  0.0137
C (1.42264, -1.16286, -2.25545)  -0.1821
C (5.23173, 1.32458, 1.51011)  -0.0625
H (5.35495, 1.20651, 4.87188)  0.1130
H (3.15956, 0.12967, 4.52933)  0.1199
H (4.41426, 0.66992, -0.79173)  0.1371
H (3.56271, 1.44540, -2.66730)  0.1138
H (3.24668, 0.83405, -5.02477)  0.1157
H (1.80465, -1.06455, -5.64703)  0.1212
H (0.29382, -2.93488, -4.92651)  0.1280
H (-0.83553, -4.13806, -3.06109)  0.1157
H (-0.52732, -3.30397, -0.74362)  0.0996
H (5.82680, 1.63053, 0.65978)  0.1154
I (1.24588, 3.36648, 2.53331)  0.8769
C (-0.07413, 2.69762, 4.04383)  -1.1353
I (-1.95646, 2.06882, 3.28637)  0.7600
H (-0.25085, 3.51555, 4.73061)  -0.0358
H (0.38787, 1.85307, 4.54057)  -0.0390
N (-6.83432, 1.15898, -2.26014)  0.0920
C (-5.87500, 0.50496, -2.93295)  -0.8355
S (-6.11746, -0.12826, -4.42319)  0.7141
C (-4.57001, 0.36149, -2.22279)  -0.2203
C (-4.46104, 0.38735, -0.83541)  -0.0001
C (-3.21157, 0.22736, -0.25881)  -0.1662
N (-2.09485, 0.06516, -0.96230)  -0.0147
C (-2.19960, 0.03851, -2.28882)  -0.1346
C (-3.40175, 0.17190, -2.95797)  -0.0170
H (-7.73064, 1.27707, -2.70335)  0.1042
H (-6.65673, 1.65217, -1.40127)  0.1016
H (-5.32112, 0.47901, -0.18607)  0.1154
H (-3.10185, 0.21532, 0.81847)  0.0770
H (-1.27471, -0.08803, -2.83917)  0.1026
H (-3.44916, 0.13218, -4.03534)  0.0890
C (1.47477, 3.60252, -1.18428)  -0.3977
S (0.13465, 2.39818, -1.17461)  0.6643
C (-1.25169, 3.48490, -0.80044)  -0.3760
H (1.49633, 4.14830, -2.12559)  0.0481
H (2.41024, 3.06509, -1.05835)  0.0173
H (1.35923, 4.30591, -0.36143)  -0.0025
H (-1.12278, 3.94680, 0.17712)  0.0134
H (-2.15025, 2.87363, -0.79423)  0.0185
H (-1.34729, 4.24838, -1.57011)  0.0499
C (0.59683, -2.76212, 3.93767)  -0.0649
C (-0.61700, -1.87582, 3.74294)  -0.2772
O (-1.14880, -1.90992, 2.41409)  -0.3123
C (-1.64383, -3.19683, 2.04089)  -0.2724
C (-2.71763, -3.03868, 0.98582)  -0.0667
H (0.97265, -2.64521, 4.95467)  0.0877
H (1.39253, -2.47623, 3.25183)  0.0646
H (0.35749, -3.81579, 3.79890)  0.0751
H (-0.35760, -0.83085, 3.91670)  0.0805
H (-1.41961, -2.14483, 4.44098)  0.1267
H (-2.05337, -3.69346, 2.92718)  0.1283
H (-0.81926, -3.82031, 1.67557)  0.1164
H (-3.59205, -2.53851, 1.39741)  0.0832
H (-3.02712, -4.01247, 0.60786)  0.0888
H (-2.35554, -2.44508, 0.14731)  0.0399

As for the total energy: -96318.512 eV. For the largest force on an atom, the calculation gives 0.007 Eh/bohr. The value obtained for the LUMO energy is -3.084 eV. For the gap between HOMO and LUMO, the calculation gives 7.06 eV. The total charge is +1. The highest occupied orbital energy is -10.1 eV.